ORCA calculation (ωB97M-V with the def2-TZVPD basis set) on C24H41F3GaO3P2S as an isolated structure in a non-equilibrium geometry.

- Energy above the lowest of the compared OMol25 structures with the same formula, charge and spin: 38.4 kcal/mol
- Charge: +1
- Electronic energy: -4469.711882 Ha
- Lowest unoccupied orbital energy (alpha / beta): -5.373 / -5.349 eV
- Orbital gap (alpha / beta): 5.1 / 5.1 eV

Last column: Löwdin charge in e.
Atoms and positions in Å:
Ga -3.3566 -2.5408 -0.4976  0.994
C 0.4033 3.5285 2.1027  -0.125
C 0.1623 3.6564 0.7058  -0.125
C -1.8172 3.0870 1.7203  -0.096
C -0.8145 3.1261 2.7288  -0.102
C -1.1977 3.3502 0.4667  -0.118
C 1.6795 3.8024 2.7843  -0.012
H 2.5233 3.3513 2.2400  0.074
H 1.6765 3.4082 3.8110  0.089
H 1.8625 4.8897 2.8396  0.117
C -1.0360 2.9392 4.1834  0.015
H -0.0855 2.8007 4.7202  0.088
H -1.6681 2.0574 4.3770  0.082
H -1.5457 3.8163 4.6223  0.119
C -3.2465 2.8163 1.9232  -0.002
H -3.7482 3.7285 2.2854  0.127
H -3.4044 2.0422 2.6785  0.055
H -3.7228 2.4951 0.9857  0.090
C -1.8749 3.4115 -0.8363  0.008
H -2.0704 4.4458 -1.1508  0.116
H -2.8338 2.8912 -0.8053  0.085
H -1.2487 2.9392 -1.5967  0.091
C 1.1481 4.0046 -0.3269  0.004
H 0.8759 4.9391 -0.8344  0.112
H 1.2127 3.2164 -1.0906  0.079
H 2.1362 4.1541 0.1113  0.082
C 1.5026 -0.2920 1.7888  -0.098
C 2.4352 0.6498 1.6506  -0.110
C 3.2381 0.9727 0.4249  -0.169
C 2.7523 0.2399 -0.8470  -0.203
C 1.3981 0.6121 -1.2938  -0.135
C 0.2052 0.0987 -1.0261  -0.126
C -0.0896 -0.9473 -0.0047  -0.260
C 1.0463 -1.4143 0.9250  -0.225
H 4.2942 0.6921 0.5565  0.118
H 2.8063 -0.8327 -0.7137  0.053
H 3.2340 2.0719 0.2826  0.095
H 1.8823 -1.8446 0.3627  0.026
H 0.8182 -0.1712 2.6290  0.107
H 2.5818 1.3291 2.5050  0.086
H 0.6094 -2.1626 1.6165  0.125
H -0.9952 -0.6194 0.5692  0.082
H -0.6118 0.2844 -1.7589  0.107
H -0.4039 -1.8377 -0.6018  0.007
H 3.5091 0.4487 -1.6207  0.124
H 1.4885 1.3021 -2.1183  0.095
P 1.5989 -3.1063 -1.6384  0.844
C 2.3328 -4.6182 -0.8735  -0.279
C 2.9781 -2.7954 -2.8354  -0.279
P -0.9072 -2.6886 -3.3703  0.772
C 0.3606 -3.9207 -2.7017  -0.589
C 0.1165 -2.2009 -4.8379  -0.313
C -1.8411 -4.0173 -4.2563  -0.330
H 1.5462 -5.1507 -0.3212  0.040
H 3.1323 -4.3136 -0.1840  0.042
H 2.7676 -5.2759 -1.6444  0.044
H 3.2588 -3.7327 -3.3355  0.042
H 3.8551 -2.4436 -2.2741  0.040
H 2.6992 -2.0519 -3.5927  0.022
H -1.1425 -4.6942 -4.7840  0.050
H -2.5024 -3.5373 -4.9911  0.038
H -2.4309 -4.5779 -3.5158  0.027
H -0.1963 -4.6412 -2.0750  0.049
H 0.8565 -4.4631 -3.5386  0.059
H -0.5569 -1.8336 -5.6203  0.037
H 0.6909 -3.0351 -5.2643  0.049
H 0.8149 -1.4010 -4.5646  0.019
F -2.5937 -0.1140 4.3359  0.061
C -3.8927 -0.3973 3.9221  -0.510
F -4.4571 -1.2124 4.8435  0.128
F -4.6172 0.7643 3.8953  0.105
S -3.4847 -1.2693 2.2120  0.495
O -3.0399 -0.0311 1.5561  -0.380
O -2.4248 -2.2317 2.5383  -0.328
O -4.6314 -1.9456 1.4425  -0.503